Record 1
{"formula": "C2H3N3O3", "method": "wB97M-V/def2-TZVPD", "homo_ha": -0.368, "gap_ev": 10.43, "multiplicity": 1, "e_tot_ev": -12733.958, "elements": ["C", "C", "H", "H", "H", "N", "N", "N", "O", "O", "O"], "coordinates": [[0.921724, -0.621228, 0.761654], [-0.710504, -0.440590, -0.779094], [-1.426332, 1.676067, 0.141840], [1.695444, 1.246632, 0.394524], [-0.345655, -2.254365, 0.209462], [-0.022591, 0.802514, -0.667848], [0.821443, 0.716715, 0.446407], [-0.047206, -1.280126, 0.067883], [-0.880162, 1.814362, -0.696560], [1.687006, -1.074042, 1.585135], [-1.693167, -0.585939, -1.463403]], "forces_ev_per_a": [[1.368, -0.178, 2.328], [-0.544, 0.764, -0.886], [0.367, 0.774, -1.364], [-0.453, -0.355, -0.101], [0.550, 0.855, 0.004], [1.161, -1.766, -1.534], [-0.079, 0.455, 0.001], [-1.008, -1.613, -0.576], [-1.796, 1.595, 2.073], [-0.275, -0.085, -0.693], [0.710, -0.446, 0.748]], "nbo_charge": [0.756, 0.737, 0.444, 0.416, 0.447, -0.044, -0.486, -0.645, -0.488, -0.585, -0.552]}



Record 2
{"formula": "C2H3N3O3", "method": "wB97M-V/def2-TZVPD", "homo_ha": -0.333, "gap_ev": 9.27, "multiplicity": 1, "e_tot_ev": -12731.228, "elements": ["C", "C", "H", "H", "H", "N", "N", "N", "O", "O", "O"], "coordinates": [[-0.262038, 0.132267, -0.225037], [0.090980, -0.963522, 0.612755], [-1.819432, 2.474821, -0.632441], [-2.253271, 0.151606, -0.007564], [2.540730, 0.681898, -0.044580], [-1.452037, 0.723258, -0.097279], [0.797975, 0.655589, -0.754003], [1.866355, -0.034650, -0.403926], [-1.776482, 1.666012, -1.105420], [1.528100, -0.921342, 0.674581], [-0.492585, -1.710943, 1.323930]], "forces_ev_per_a": [[2.322, 0.755, -0.807], [2.786, -0.818, 2.160], [-0.012, 1.330, 0.648], [-0.582, -1.032, 0.288], [-0.424, -1.173, -0.140], [-1.844, 1.715, -0.757], [-2.333, 0.718, -0.420], [2.215, -0.038, 0.904], [0.401, -1.440, -0.445], [-1.600, 0.382, -1.317], [-0.929, -0.399, -0.114]], "nbo_charge": [0.163, 0.685, 0.473, 0.382, 0.369, -0.302, -0.224, -0.125, -0.540, -0.351, -0.531]}



Record 3
{"formula": "C2H3N3OS", "method": "wB97M-V/def2-TZVPD", "homo_ha": -0.318, "gap_ev": 8.59, "multiplicity": 1, "e_tot_ev": -19470.743, "elements": ["C", "C", "H", "H", "H", "N", "N", "N", "O", "S"], "coordinates": [[0.239158, -1.527878, -0.092461], [-0.518447, -0.280171, -0.061371], [0.962251, 2.250609, 0.971622], [1.424539, 2.260612, -0.880731], [-0.269518, -2.433477, -0.361914], [0.680254, 2.056844, -0.116845], [0.510996, 0.614736, 0.070776], [1.508427, -1.358677, 0.064014], [1.781281, -0.104657, 0.065523], [-2.099345, 0.026093, 0.034013]], "forces_ev_per_a": [[-0.506, 0.161, -0.159], [1.907, 0.828, 0.257], [-0.245, 0.495, -3.980], [-1.369, -0.740, 2.116], [0.352, -0.543, 0.522], [0.845, -1.971, 3.107], [1.313, 1.438, -1.298], [-0.976, -2.515, -1.018], [-0.388, 2.789, 0.724], [-0.935, 0.059, -0.271]], "nbo_charge": [-0.071, -0.042, 0.397, 0.398, 0.235, -0.624, -0.017, -0.023, -0.157, -0.097]}



Record 4
{"formula": "C2H3N3OS", "method": "wB97M-V/def2-TZVPD", "homo_ha": -0.314, "gap_ev": 8.55, "multiplicity": 1, "e_tot_ev": -19472.999, "elements": ["C", "C", "H", "H", "H", "N", "N", "N", "O", "S"], "coordinates": [[0.793687, -0.352657, 0.270972], [-0.196569, 0.636623, 0.262463], [2.671138, -1.353840, 0.172513], [-2.238583, 0.121207, -0.298845], [-1.187529, 2.169277, -0.353403], [0.236497, -1.588616, 0.152973], [-1.024066, -1.474263, -0.068745], [-1.335921, -0.190416, -0.134713], [-0.252723, 1.992321, 0.086673], [2.534070, 0.040368, -0.089889]], "forces_ev_per_a": [[0.221, 3.174, -0.276], [-1.982, -3.030, -2.623], [0.659, 1.702, -0.474], [-2.006, 0.249, -0.142], [3.012, -0.232, 1.386], [0.203, 0.221, -0.146], [-0.383, -0.346, -0.205], [4.074, 1.558, 2.092], [-2.523, -0.392, -0.907], [-1.276, -2.903, 1.295]], "nbo_charge": [-0.111, 0.368, 0.174, 0.397, 0.490, -0.260, -0.031, -0.379, -0.645, -0.003]}